Entry 1:
92
Properties=species:S:1:pos:R:3:forces:R:3 method="wB97M-V/def2-TZVPD" homo_energy_ev=-9.8 e_lumo_ha=0.015 gap_ev=10.19 max_force_ev_per_a=1.71 multiplicity=1
O 0.541 4.630 4.424 0.0 0.1 0.1
C 0.494 3.460 5.237 0.4 0.0 -0.2
C 0.289 2.291 4.306 -0.3 0.4 -0.7
O 0.084 1.154 5.089 0.1 -0.5 -0.1
H 0.723 5.382 4.993 0.0 0.0 -0.1
H 1.447 3.316 5.765 -0.2 0.1 0.0
H -0.317 3.495 5.968 0.0 0.0 0.0
H 1.156 2.213 3.625 0.0 -0.1 0.3
H -0.573 2.502 3.638 0.1 0.0 0.3
H 0.097 0.375 4.496 0.0 0.2 0.3
O 0.370 -0.085 -1.823 0.1 0.5 0.3
C 0.459 0.996 -0.879 0.3 -0.1 -0.3
C 0.208 0.474 0.509 -0.3 0.0 -0.2
O 1.296 -0.373 0.884 -0.1 -0.3 0.3
H 1.269 -0.451 -1.875 -0.2 -0.3 -0.2
H 1.470 1.415 -0.935 -0.1 0.1 0.1
H -0.236 1.796 -1.133 -0.2 -0.2 -0.1
H -0.740 -0.080 0.509 0.1 -0.1 0.1
H 0.109 1.267 1.253 0.3 0.0 0.0
H 1.213 -1.185 0.363 0.1 0.0 0.1
O -1.359 -4.200 -2.968 -0.2 -0.3 -0.4
C -1.290 -2.859 -2.580 0.4 0.7 1.0
C -2.248 -1.902 -3.224 0.4 0.8 -0.3
O -3.571 -2.027 -2.704 0.2 -0.2 -0.3
H -2.286 -4.420 -3.118 0.0 -0.1 0.1
H -1.360 -2.749 -1.481 -0.4 -0.2 -0.1
H -0.282 -2.478 -2.754 0.0 -0.2 -0.5
H -2.227 -1.991 -4.320 -0.2 -0.3 0.1
H -1.834 -0.899 -3.028 -0.2 -0.1 0.2
H -4.093 -1.310 -3.098 0.1 0.0 0.1
O 3.986 0.669 0.484 0.4 -0.4 -0.1
C 5.039 -0.271 0.214 -0.9 0.1 0.0
C 6.328 0.418 0.462 0.5 0.3 0.3
O 6.670 1.288 -0.594 0.1 0.3 -0.2
H 3.140 0.200 0.501 -0.1 0.0 0.0
H 4.958 -1.156 0.856 -0.1 0.0 -0.1
H 5.015 -0.562 -0.842 0.0 -0.2 0.1
H 7.131 -0.313 0.548 0.1 0.0 0.0
H 6.248 0.978 1.402 0.1 -0.1 0.1
H 6.001 1.981 -0.619 0.0 0.0 -0.1
O 1.838 -3.126 2.311 0.0 0.1 0.1
C 0.638 -3.407 3.023 -0.2 -0.4 0.2
C 0.333 -2.344 4.049 0.4 0.2 -0.1
O 0.188 -1.069 3.432 0.0 -0.3 0.1
H 2.541 -2.975 2.954 0.0 -0.1 0.0
H -0.158 -3.475 2.279 0.0 0.1 0.0
H 0.691 -4.378 3.536 0.1 0.1 -0.1
H 1.163 -2.322 4.778 -0.2 0.1 0.0
H -0.581 -2.576 4.589 -0.1 0.0 0.0
H 0.876 -1.007 2.747 -0.1 0.2 -0.2
C -4.498 -2.937 2.035 0.2 0.0 0.1
C -4.086 -2.316 0.714 -0.6 -0.3 -0.2
O -3.990 -3.348 -0.258 0.2 0.1 0.0
H -5.372 -3.571 1.895 -0.1 0.1 -0.1
H -4.732 -2.167 2.776 0.0 0.0 -0.1
H -3.709 -3.568 2.447 0.1 0.0 -0.1
H -3.140 -1.772 0.814 0.0 0.1 0.0
H -4.885 -1.625 0.406 0.3 0.2 0.1
H -3.840 -2.934 -1.128 -0.1 0.0 0.2
C -3.399 1.442 -1.545 0.4 -0.3 -0.2
C -4.158 1.667 -2.845 0.2 0.5 0.4
O -4.764 0.487 -3.361 -0.2 -0.1 0.1
H -4.044 1.273 -0.682 -0.1 0.1 0.0
H -2.753 2.302 -1.358 -0.2 0.1 0.2
H -2.736 0.574 -1.647 -0.1 0.1 0.0
H -3.460 2.037 -3.594 0.0 -0.2 -0.2
H -4.904 2.460 -2.704 0.0 -0.2 -0.1
H -5.477 0.237 -2.760 0.0 0.1 -0.1
C -0.490 3.212 -3.783 -0.1 0.0 0.1
C 1.004 3.163 -3.523 0.1 -0.2 0.1
O 1.473 4.195 -2.674 -0.1 -0.1 0.0
H -0.791 4.177 -4.190 0.0 0.0 -0.1
H -1.052 3.059 -2.857 0.0 0.0 0.0
H -0.752 2.416 -4.485 -0.1 0.1 0.0
H 1.541 3.262 -4.468 0.0 0.1 0.0
H 1.254 2.177 -3.109 0.0 0.1 -0.1
H 1.193 4.005 -1.766 0.1 0.1 0.0
C 1.809 -3.768 -0.824 -0.1 0.9 0.7
C 2.353 -3.069 -2.034 0.6 -1.1 -1.1
O 2.726 -1.710 -1.785 -0.3 -0.1 0.1
H 2.457 -3.676 0.051 0.1 -0.1 -0.2
H 1.651 -4.817 -1.047 -0.2 -0.1 0.0
H 0.865 -3.294 -0.525 -0.1 -0.3 -0.1
H 1.635 -3.185 -2.858 -0.1 0.6 0.2
H 3.211 -3.642 -2.427 0.1 0.3 0.4
H 3.445 -1.470 -2.376 0.0 0.0 0.0
C -0.404 4.576 0.697 0.3 -0.2 0.1
O 0.749 3.902 0.148 -0.5 0.3 0.3
H -0.122 5.317 1.446 0.1 0.0 -0.1
H -0.908 5.079 -0.123 0.0 -0.1 -0.1
H -1.086 3.873 1.185 0.0 -0.1 -0.2
H 1.332 3.667 0.877 0.0 0.0 -0.1


Entry 2:
100
Properties=species:S:1:pos:R:3:forces:R:3 method="wB97M-V/def2-TZVPD" homo_energy_ev=-8.4 e_lumo_ha=-0.002 gap_ev=8.35 max_force_ev_per_a=9.71 multiplicity=1
C -2.932 3.467 -1.209 -0.3 -0.7 1.3
C -1.490 3.834 -0.505 -1.9 2.2 -0.1
O -0.321 3.186 -1.117 -1.1 -2.8 2.6
C -0.065 1.845 -0.571 2.7 -0.1 1.0
P 0.604 0.936 -2.158 0.7 -0.1 -1.7
N 2.006 1.884 -2.824 -0.6 -2.4 0.2
O 1.297 -0.610 -1.754 -2.0 0.4 0.3
O -1.181 0.962 -0.199 -0.4 -2.5 1.5
C -0.766 -0.178 0.682 -0.4 -1.7 0.3
O -1.425 -1.297 0.993 4.6 8.1 -2.4
O 0.622 0.212 1.092 -3.6 -0.3 -1.0
C 0.833 1.669 0.798 -0.5 0.2 0.5
S 2.714 1.753 0.507 -0.6 0.5 0.1
C 0.280 2.335 2.212 0.5 -0.1 -0.3
C 0.796 3.868 2.478 -4.8 5.7 1.2
O -0.122 4.844 2.641 6.9 -6.7 -1.2
F 2.228 4.253 2.603 -4.3 -1.7 -0.5
H -2.857 2.521 -1.909 -0.1 2.3 1.3
H -3.440 4.398 -1.715 1.3 -2.1 0.8
H -3.652 3.138 -0.316 1.6 0.8 -2.2
H -1.596 3.686 0.650 0.6 0.0 -2.2
H -1.341 5.007 -0.670 0.1 -2.7 0.4
H 1.787 2.007 -3.847 0.2 -0.1 1.4
H 2.838 1.226 -2.808 -1.0 1.2 0.1
H 0.545 -1.297 -1.825 1.7 1.7 -0.1
H 3.038 3.061 0.066 -1.2 -1.3 0.5
H -0.910 2.271 2.159 2.7 0.8 0.3
H 0.599 1.636 3.107 -0.2 1.5 -1.9
C 1.956 -3.459 0.740 0.1 0.1 -0.3
O 2.411 -2.119 0.772 -0.1 0.4 0.1
H 2.673 -4.091 1.270 -0.1 0.2 0.0
H 0.982 -3.527 1.230 -0.1 -0.3 0.0
H 1.877 -3.793 -0.298 -0.1 -0.2 0.2
H 1.756 -1.583 0.295 0.6 -0.1 0.2
C -4.932 -0.138 -0.202 -0.2 0.0 0.1
O -4.908 1.270 -0.057 -0.4 0.3 0.2
H -3.942 -0.480 -0.514 -0.1 0.1 0.1
H -5.189 -0.599 0.754 0.1 -0.3 -0.1
H -5.667 -0.415 -0.962 0.0 -0.3 0.0
H -5.799 1.544 0.220 0.5 -0.1 -0.2
C -6.746 4.051 -1.832 -0.2 0.2 0.1
O -5.669 4.678 -1.159 -0.1 0.3 0.6
H -6.393 3.678 -2.797 0.0 0.1 0.2
H -7.114 3.214 -1.233 -0.2 -0.1 -0.2
H -7.547 4.776 -1.995 -0.1 -0.3 -0.2
H -6.012 4.998 -0.308 0.3 -0.1 -0.5
C -8.893 4.471 -5.375 -0.2 0.0 -0.1
O -8.989 4.142 -4.001 -0.5 -0.1 0.4
H -7.840 4.606 -5.635 -0.2 0.0 0.1
H -9.314 3.661 -5.975 0.1 0.1 -0.2
H -9.435 5.401 -5.566 0.1 0.0 -0.3
H -9.933 4.028 -3.800 0.6 0.0 0.0
C 5.609 0.115 3.517 -0.1 -0.2 -0.1
O 5.271 0.047 2.144 -0.3 -0.2 -0.3
H 6.428 0.826 3.647 -0.1 -0.1 -0.1
H 4.742 0.452 4.091 0.1 0.0 0.3
H 5.927 -0.871 3.864 0.1 0.1 0.3
H 4.543 -0.591 2.060 0.3 0.3 -0.2
C -3.273 0.639 -4.402 0.0 0.0 0.2
O -2.188 1.209 -3.694 -0.1 -0.1 0.2
H -3.297 1.055 -5.412 0.1 0.0 0.2
H -3.143 -0.445 -4.459 -0.2 -0.1 -0.2
H -4.209 0.877 -3.890 -0.2 -0.1 -0.2
H -2.192 0.821 -2.803 0.3 0.2 -0.5
C 3.601 5.459 -3.684 -0.2 0.0 0.2
O 2.274 4.999 -3.858 -0.4 0.1 0.2
H 4.132 5.380 -4.635 -0.2 0.0 0.1
H 3.586 6.504 -3.363 0.3 0.0 0.0
H 4.106 4.844 -2.935 0.2 0.1 0.0
H 1.828 5.081 -2.998 0.2 -0.2 -0.5
C 0.894 -5.395 4.088 -0.1 -0.2 0.1
O 1.349 -4.055 4.120 -0.2 0.8 -0.2
H 1.610 -6.026 4.617 -0.1 0.2 -0.1
H -0.080 -5.462 4.578 0.0 -0.2 0.0
H 0.815 -5.728 3.050 0.0 -0.2 0.0
H 0.693 -3.518 3.643 0.5 -0.2 0.3
C 0.341 -6.554 -1.641 -0.2 0.0 0.0
O 0.365 -5.146 -1.496 -0.4 0.4 0.1
H 1.331 -6.896 -1.953 -0.1 0.2 0.1
H 0.084 -7.016 -0.685 0.0 -0.2 -0.1
H -0.394 -6.831 -2.401 0.1 -0.3 0.0
H -0.526 -4.872 -1.219 0.5 -0.1 -0.1
C 3.811 -8.655 5.448 0.2 0.1 0.0
O 3.278 -7.685 4.566 0.2 0.4 -0.3
H 3.037 -9.392 5.674 0.1 0.2 -0.1
H 4.659 -9.154 4.974 0.0 -0.2 0.2
H 4.130 -8.170 6.374 0.1 -0.2 0.1
H 3.987 -7.044 4.383 -0.5 -0.3 0.1
C 5.697 0.265 -3.081 0.2 0.1 0.1
O 5.164 1.235 -3.964 0.1 0.5 -0.3
H 4.923 -0.472 -2.855 0.1 0.1 -0.1
H 6.545 -0.234 -3.555 0.0 -0.2 0.2
H 6.016 0.750 -2.155 0.0 -0.3 0.1
H 5.873 1.876 -4.146 -0.5 -0.3 0.1
C 2.795 -2.734 7.060 0.0 -0.1 -0.3
O 3.543 -3.419 6.072 0.1 0.0 -0.3
H 3.303 -2.833 8.022 0.0 0.0 -0.2
H 2.723 -1.676 6.795 -0.1 0.1 0.2
H 1.797 -3.172 7.131 -0.1 0.2 0.2
H 3.068 -3.314 5.230 0.1 -0.3 0.3


Entry 3:
103
Properties=species:S:1:pos:R:3:forces:R:3 method="wB97M-V/def2-TZVPD" homo_energy_ev=-4.9 e_lumo_ha=0.060 total_charge=-1 gap_ev=6.52 max_force_ev_per_a=4.64 multiplicity=1
C -5.091 1.083 4.512 0.2 -0.2 1.2
O -4.595 1.685 3.276 -1.0 -1.9 0.7
C -4.814 0.787 2.167 0.2 -0.1 -2.0
C -3.479 0.549 1.258 -1.0 1.7 0.2
C -2.242 0.169 2.152 -0.6 1.2 2.4
C -1.227 -0.985 1.899 -0.6 -0.4 2.1
P -0.179 -1.266 0.317 -0.2 -0.3 2.2
C -0.117 -3.137 0.813 1.1 -2.3 0.7
C 0.948 -3.460 2.014 -0.8 -1.4 0.1
C 0.262 -3.509 3.476 0.8 -0.9 0.0
F 0.734 -2.448 4.362 -0.9 -1.2 -1.2
C -1.681 -1.422 -0.831 -1.7 0.6 -2.0
C -2.819 -2.478 -0.489 -0.7 0.1 -0.9
C -2.686 -3.908 -1.198 -1.2 -2.3 1.8
N -1.914 -4.218 -2.395 -1.1 0.9 1.5
O -3.289 -4.877 -0.624 2.1 2.9 -1.9
C 0.071 0.631 0.001 1.3 3.1 0.4
C 1.618 1.122 0.109 3.3 1.3 0.2
C 2.397 1.119 1.479 1.8 1.1 -2.5
C 3.871 1.623 1.606 -1.0 0.2 -3.2
C 4.680 2.163 0.386 -4.4 -1.3 -0.5
C 3.891 2.213 -0.970 -0.9 -1.1 2.8
C 2.435 1.712 -1.068 1.0 -0.2 2.1
C 0.970 -1.549 -1.212 2.1 -1.7 -3.4
F 0.740 -2.752 -2.014 0.3 1.5 1.5
F 0.853 -0.591 -2.304 1.0 -1.3 2.2
F 2.362 -1.741 -0.834 -2.6 0.9 -1.3
H -5.992 0.401 4.355 1.1 1.0 0.0
H -5.416 1.871 5.282 0.7 -1.0 -1.6
H -4.282 0.436 5.030 -1.0 0.9 -1.0
H -5.242 -0.235 2.446 0.7 1.3 0.1
H -5.599 1.275 1.466 1.1 -0.7 1.1
H -3.818 -0.136 0.426 0.6 0.5 1.0
H -3.283 1.585 0.775 -0.2 -1.7 0.5
H -1.717 1.165 2.440 -0.7 -1.6 -0.8
H -2.734 -0.073 3.187 0.9 0.2 -1.6
H -1.793 -1.928 2.273 0.9 1.3 -1.0
H -0.428 -0.869 2.741 -1.2 -0.1 -1.4
H 1.029 -1.148 1.101 0.1 0.0 -0.2
H 0.209 -3.864 0.003 -0.4 1.0 0.6
H -1.077 -3.597 1.204 0.9 0.7 -0.6
H 1.288 -4.559 1.858 -0.7 2.0 0.3
H 1.909 -2.859 1.966 -1.4 -0.3 0.3
H 0.567 -4.490 4.010 -0.3 1.6 -0.8
H -0.889 -3.557 3.426 1.8 0.7 0.1
H -1.449 -1.609 -1.952 0.1 0.2 1.8
H -2.145 -0.361 -0.907 0.5 -1.8 0.4
H -3.818 -2.036 -0.881 1.4 -0.8 0.5
H -3.007 -2.689 0.617 0.5 0.2 -1.6
H -1.745 -3.405 -2.997 0.4 -0.4 0.8
H -1.051 -4.694 -2.106 -0.5 0.3 -0.4
H -0.310 1.311 0.842 -0.1 -1.4 -0.8
H -0.461 1.034 -0.923 1.2 -0.4 0.8
H 1.916 0.746 2.443 0.6 0.4 -1.6
H 4.418 1.602 2.610 -1.1 -0.1 -1.5
H 5.777 2.501 0.462 -2.0 -0.6 -0.1
H 4.432 2.608 -1.909 -1.1 -0.7 1.7
H 1.917 1.770 -2.092 1.0 -0.1 1.7
O 5.716 2.429 -3.591 0.4 0.0 -0.6
H 6.450 2.917 -3.989 -0.2 0.1 0.1
H 6.030 1.512 -3.567 -0.2 -0.2 0.3
O 1.762 -6.326 0.980 0.4 -0.4 -0.2
H 2.493 -5.837 0.580 -0.2 0.0 0.0
H 2.075 -7.239 1.001 -0.2 0.1 0.0
O 5.325 -0.368 -2.641 0.0 0.1 -0.2
H 4.698 0.216 -2.191 -0.1 -0.1 0.2
H 4.809 -1.157 -2.845 0.0 0.1 0.1
O -3.628 -7.745 -2.209 0.1 0.0 -0.1
H -3.374 -7.598 -3.128 0.0 0.0 0.2
H -3.297 -6.961 -1.748 -0.1 0.1 0.0
O -7.683 2.096 5.650 -0.5 0.1 0.2
H -8.531 2.116 5.190 0.2 0.0 0.0
H -7.913 2.286 6.571 0.1 0.1 0.0
O 5.025 1.209 -6.379 0.0 0.2 -0.3
H 4.176 1.235 -6.835 0.1 -0.1 0.2
H 4.798 1.376 -5.453 0.0 0.0 0.0
O 2.794 2.619 -4.748 0.2 -0.1 -0.4
H 3.612 3.118 -4.610 -0.1 0.1 0.3
H 2.422 2.998 -5.553 -0.1 0.0 0.2
O -2.323 -7.229 0.913 -0.3 -0.2 0.0
H -2.873 -6.527 0.536 0.2 0.2 0.0
H -2.865 -8.022 0.828 0.1 0.1 0.0
O 0.705 3.495 2.888 0.3 0.1 0.2
H 0.994 4.416 2.910 -0.2 -0.1 -0.1
H 1.529 2.993 2.825 -0.2 0.0 -0.2
O 3.869 5.349 -3.679 0.2 0.2 0.0
H 4.453 6.087 -3.889 0.0 -0.1 0.0
H 3.980 5.226 -2.727 -0.1 -0.2 -0.1
O -0.599 6.006 2.162 -0.3 0.2 0.1
H -1.149 6.703 1.787 0.2 -0.1 0.1
H -1.143 5.209 2.081 0.3 -0.1 -0.1
O -7.902 3.763 8.550 0.1 0.1 0.1
H -7.313 4.494 8.324 -0.1 -0.1 -0.1
H -7.794 3.663 9.504 0.0 -0.1 -0.1
O 6.439 4.457 -6.144 -0.3 -0.1 0.0
H 5.888 5.157 -6.514 0.1 -0.1 0.1
H 5.894 3.661 -6.228 0.1 0.0 0.0
O 6.668 0.762 -9.132 -0.2 0.1 0.1
H 5.819 0.788 -9.588 0.2 0.0 0.0
H 6.441 0.929 -8.206 0.0 -0.1 0.0
O -1.848 4.156 0.091 -0.2 0.2 -0.2
H -1.319 3.856 -0.659 0.1 -0.1 0.2
H -2.213 4.999 -0.204 0.0 -0.2 0.0


Entry 4:
107
Properties=species:S:1:pos:R:3:forces:R:3 method="wB97M-V/def2-TZVPD" homo_energy_ev=-9.2 e_lumo_ha=-0.002 gap_ev=9.11 e_above_lowest_ev=9.483 max_force_ev_per_a=7.77 multiplicity=1
C -4.392 4.374 -1.756 0.4 1.1 0.2
O -4.338 5.478 -2.647 -0.1 0.3 -1.2
C -5.340 6.473 -2.452 -0.8 -0.7 0.9
C -5.417 7.537 -3.502 3.0 0.0 -0.3
C -6.601 8.423 -3.506 -1.6 -0.5 -0.4
N -5.267 6.899 -4.823 0.6 0.4 -0.4
H -4.320 4.807 -0.758 -0.3 -0.4 0.5
H -3.481 3.792 -1.902 -0.2 -0.1 -0.2
H -5.281 3.754 -1.870 -0.1 0.1 0.0
H -6.348 6.076 -2.569 -0.3 -0.9 0.7
H -5.182 6.870 -1.450 -0.4 0.3 0.2
H -4.536 8.165 -3.372 0.3 0.2 -0.1
H -6.908 8.962 -2.610 0.5 -0.1 0.1
H -7.401 7.727 -3.758 -0.6 0.2 0.0
H -6.524 9.092 -4.362 0.0 0.1 0.2
H -4.276 6.995 -4.992 0.2 0.1 -0.6
H -5.318 5.891 -4.780 -0.6 -0.3 0.4
C 6.309 -3.771 3.152 0.9 -1.9 -0.6
O 6.115 -3.579 4.515 -1.0 1.3 0.1
C 5.466 -2.331 4.833 0.4 -0.9 1.6
C 6.447 -1.158 4.693 -1.1 0.5 -0.3
C 7.642 -1.397 5.521 2.0 -0.1 0.7
N 5.874 0.143 5.146 -0.8 -0.3 -0.9
H 6.752 -4.765 3.098 0.4 -0.1 0.0
H 7.041 -3.110 2.688 -0.2 0.4 0.0
H 5.427 -3.943 2.535 -0.5 0.8 0.1
H 4.433 -2.308 4.488 0.2 0.5 -1.1
H 5.274 -2.444 5.900 0.2 0.2 0.4
H 6.635 -0.895 3.652 0.7 -1.2 -0.3
H 7.878 -2.424 5.800 -0.2 -0.1 -0.4
H 7.586 -0.844 6.459 -0.5 0.0 0.2
H 8.522 -0.955 5.054 0.2 -0.2 -0.2
H 5.488 0.371 4.240 -1.4 0.9 0.2
H 6.629 0.813 5.103 0.6 0.1 0.6
C -5.475 -2.237 -5.964 -2.3 1.3 -1.8
O -5.135 -0.910 -6.527 0.2 -2.0 0.8
C -3.800 -0.604 -6.256 0.9 0.0 0.6
C -3.557 0.843 -6.497 0.5 2.9 -0.5
C -3.712 1.281 -7.968 -1.1 0.0 0.4
N -2.299 1.406 -5.896 0.3 -2.0 -0.1
H -4.911 -3.131 -6.228 1.0 0.6 0.3
H -6.387 -2.404 -6.537 -0.3 -0.3 0.1
H -5.847 -2.198 -4.940 0.8 0.2 0.3
H -3.620 -0.758 -5.192 0.3 -0.4 0.3
H -3.115 -1.217 -6.843 0.1 -0.3 0.0
H -4.305 1.359 -5.895 -0.9 -0.1 -0.5
H -4.725 1.009 -8.265 -0.1 -0.1 0.0
H -3.081 0.846 -8.743 0.5 -0.1 0.5
H -3.714 2.369 -8.033 0.4 0.0 -0.1
H -2.161 2.405 -5.945 -0.6 0.0 -0.4
H -2.348 1.160 -4.918 0.3 0.1 0.2
N -1.013 -4.425 -3.345 0.7 2.7 2.4
C -1.642 -5.508 -3.815 2.6 1.8 -1.9
N -1.189 -5.780 -5.040 0.5 -1.3 -2.3
O -2.493 -6.056 -3.240 -3.6 -2.4 2.1
H -0.115 -4.041 -3.603 -0.4 -0.4 -0.2
H -1.386 -4.085 -2.470 0.3 -0.1 -0.1
H -0.448 -5.219 -5.435 -0.4 -0.4 -0.1
H -1.585 -6.559 -5.547 0.3 0.2 0.1
N 6.387 -2.709 -4.062 3.5 2.4 -0.8
C 5.856 -3.851 -3.690 0.4 -3.3 1.0
N 4.577 -3.864 -4.011 -4.0 -2.3 0.3
O 6.406 -4.859 -3.173 -0.7 2.6 -1.0
H 5.926 -2.168 -4.779 -0.1 -0.2 0.2
H 7.362 -2.843 -4.289 0.2 0.5 0.3
H 4.144 -4.713 -3.676 -0.2 0.1 -0.1
H 3.910 -3.173 -4.324 0.9 0.3 0.1
N 0.895 0.558 -0.527 -0.6 0.0 -3.0
C 0.888 0.141 0.735 1.2 -2.8 -0.9
N 1.016 1.177 1.474 0.1 4.6 4.1
O 0.944 -1.009 1.105 -0.6 -1.4 0.3
H 1.047 -0.113 -1.267 0.0 0.5 0.1
H 1.045 1.552 -0.617 0.0 -0.6 -1.2
H 1.063 1.173 2.482 -0.1 -0.2 -0.3
H 1.041 2.066 0.995 0.0 0.1 1.0
N -0.148 0.878 8.845 -3.8 0.3 2.1
C 0.601 1.188 7.822 0.1 1.4 -2.5
N 1.728 0.515 7.937 2.5 -0.5 -0.9
O 0.330 1.960 6.888 -0.1 -0.7 1.0
H 0.148 0.196 9.529 -0.6 0.2 -0.3
H -1.118 1.137 8.734 0.1 -0.2 0.6
H 1.836 0.070 8.837 1.2 0.1 -0.7
H 2.440 0.905 7.337 0.6 -0.7 0.5
N 2.084 7.290 -0.245 5.0 1.9 1.9
C 1.093 6.584 -0.632 -1.0 -4.9 0.3
N 0.118 7.252 -1.052 -5.4 3.8 -2.3
O 0.999 5.369 -0.579 1.0 -1.8 -0.1
H 2.796 6.652 0.079 0.4 0.7 0.5
H 1.842 8.111 0.292 0.7 -0.1 0.0
H 0.179 8.260 -1.019 -0.6 -0.3 -0.5
H -0.698 6.730 -1.340 0.0 0.6 0.1
N -1.890 -2.510 5.419 2.1 2.2 -3.8
C -2.023 -3.201 6.532 3.6 -0.5 -0.4
N -3.254 -3.220 6.835 -7.3 -0.4 2.8
O -1.066 -3.728 7.068 0.3 -0.7 0.8
H -2.552 -1.864 5.015 0.1 -0.4 0.3
H -0.963 -2.482 5.019 -0.2 0.2 0.2
H -3.914 -2.669 6.305 0.4 -0.2 -0.1
H -3.753 -3.716 7.560 1.0 -0.2 0.2
N 1.409 -7.212 5.166 -0.5 -1.3 5.8
C 1.701 -7.115 3.936 0.5 -0.3 -4.5
N 1.352 -5.883 3.556 -0.2 2.6 -2.6
O 2.159 -7.989 3.230 0.3 -0.4 -0.7
H 1.877 -7.989 5.608 -0.2 0.4 0.7
H 1.380 -6.266 5.520 0.0 -0.9 1.7
H 1.319 -5.646 2.574 0.1 0.0 0.3
H 0.954 -5.236 4.220 -0.1 -0.1 -0.6